Entry 1:
{
  "formula": "C5H8",
  "method": "wB97M-V/def2-TZVPD",
  "energy_ha": -195.17216,
  "homo_lumo_gap_ha": 0.3714,
  "lumo_energy_ev": 1.1,
  "e_above_lowest_kcal_mol": 75.2,
  "smiles": "CC1(C)C=C1",
  "elements": ["C", "C", "C", "C", "C", "H", "H", "H", "H", "H", "H", "H", "H"],
  "coordinates": [[-1.377, -0.102, 0.896], [-1.584, -0.310, -0.368], [-0.170, 0.002, -0.107], [0.615, 1.311, -0.374], [0.957, -1.177, 0.142], [-1.753, 0.047, 1.777], [-2.267, -0.420, -1.165], [0.120, 1.859, -1.189], [1.523, 1.012, -0.728], [0.460, 1.985, 0.481], [1.080, -1.534, -0.868], [0.578, -1.976, 0.825], [1.819, -0.696, 0.677]],
  "forces_ev_per_a": [[2.64, -0.22, -6.25], [0.49, 0.33, 0.37], [1.68, -1.57, 3.13], [-4.88, 0.48, 0.03], [-2.04, 1.55, 0.70], [-1.96, 0.77, 4.90], [-0.68, -0.30, -0.57], [0.10, -0.10, -0.04], [2.88, -0.04, -0.28], [1.10, -0.31, -0.08], [1.08, -0.53, -0.10], [0.08, 0.55, -0.79], [-0.50, -0.60, -1.03]]
}



Entry 2:
{
  "formula": "C5H8",
  "method": "wB97M-V/def2-TZVPD",
  "energy_ha": -195.21527,
  "homo_lumo_gap_ha": 0.3920,
  "lumo_energy_ev": 1.2,
  "e_above_lowest_kcal_mol": 48.2,
  "smiles": "C=CCC=C",
  "elements": ["C", "C", "C", "C", "C", "H", "H", "H", "H", "H", "H", "H", "H"],
  "coordinates": [[0.934, 0.936, -0.525], [1.999, 0.220, -0.656], [-0.479, 0.258, -0.564], [-0.724, -0.861, 0.405], [-1.744, -0.598, 1.257], [0.938, 1.988, -0.402], [3.000, 0.631, -0.390], [2.071, -0.893, -0.555], [-0.603, -0.112, -1.590], [-1.007, 1.195, -0.494], [-0.107, -1.807, 0.427], [-2.208, -1.227, 2.035], [-2.003, 0.492, 1.470]],
  "forces_ev_per_a": [[-2.42, -1.69, -0.32], [3.87, -1.62, 1.85], [2.81, 1.04, -1.23], [-1.47, 0.59, 1.36], [0.70, 0.85, 1.28], [0.20, 0.86, 0.05], [-0.67, 0.09, -0.82], [-0.70, 0.96, -0.71], [-0.13, 0.06, 0.12], [-1.70, -0.56, 0.55], [-1.06, 1.12, -0.46], [0.70, -0.22, -0.61], [-0.13, -1.50, -1.08]]
}



Entry 3:
{
  "formula": "C5H8AgFO4",
  "method": "wB97M-V/def2-TZVPD",
  "energy_ha": -743.05965,
  "homo_lumo_gap_ha": 0.2931,
  "lumo_energy_ev": -1.4,
  "e_above_lowest_kcal_mol": 14.1,
  "elements": ["C", "O", "Ag", "C", "H", "H", "H", "H", "H", "C", "O", "C", "C", "O", "O", "F", "H", "H", "H"],
  "coordinates": [[-1.249, -1.235, 0.012], [-0.539, -0.099, -0.443], [-1.520, 2.104, -0.447], [-2.708, -0.864, 0.184], [-1.145, -2.056, -0.718], [-0.826, -1.583, 0.970], [-3.293, -1.749, 0.469], [-2.827, -0.106, 0.972], [-3.118, -0.467, -0.755], [0.283, 0.656, 0.616], [0.947, 1.653, -0.266], [2.155, 1.166, -0.685], [2.266, -0.220, -0.045], [1.339, -0.158, 1.022], [-0.448, 1.184, 1.492], [3.163, 2.000, -0.189], [2.261, 1.186, -1.776], [1.990, -1.002, -0.766], [3.269, -0.408, 0.351]],
  "forces_ev_per_a": [[-0.12, -0.08, 0.55], [0.94, 0.43, -0.40], [-0.03, -0.10, 0.34], [-0.38, -0.18, 0.24], [0.09, 0.38, 0.13], [-0.10, 0.14, -0.32], [0.00, 0.22, -0.08], [0.12, -0.22, -0.16], [0.07, -0.13, 0.09], [0.22, -0.23, 0.20], [-0.34, -0.17, -0.28], [0.52, 0.10, -0.05], [0.01, -0.06, -0.12], [-0.25, -0.17, 0.03], [-0.30, 0.05, -0.31], [-0.17, -0.19, -0.14], [-0.03, 0.00, 0.22], [0.04, 0.15, 0.13], [-0.27, 0.09, -0.07]]
}



Entry 4:
{
  "formula": "C5H8Br4Na6O3",
  "method": "wB97M-V/def2-TZVPD",
  "energy_ha": -11689.09124,
  "total_charge": 4,
  "homo_lumo_gap_ha": 0.1027,
  "lumo_energy_ev": -17.1,
  "e_above_lowest_kcal_mol": 323.7,
  "elements": ["Na", "Na", "Na", "Na", "Na", "Na", "C", "O", "O", "O", "Br", "C", "C", "Br", "H", "H", "H", "H", "Br", "C", "C", "Br", "H", "H", "H", "H"],
  "coordinates": [[2.438, -0.027, -0.264], [0.771, 3.971, -1.000], [2.180, 0.762, -2.868], [2.272, 2.779, 0.452], [0.082, 1.832, -2.609], [-0.406, 2.844, 0.945], [0.593, 1.464, -0.528], [1.068, 1.513, 0.574], [1.005, 0.662, -1.455], [-0.333, 2.240, -0.786], [-1.819, -3.008, -0.382], [-2.003, -1.215, -1.301], [-1.092, -0.122, -0.524], [-1.853, 0.348, 1.272], [-3.073, -1.011, -1.344], [-1.742, -1.265, -2.358], [-1.184, 0.760, -1.158], [-0.018, -0.308, -0.535], [1.019, -2.240, -0.382], [0.928, -1.160, 1.327], [-0.077, -1.818, 2.136], [-0.523, -0.798, 3.798], [0.727, -0.102, 1.155], [1.874, -1.272, 1.856], [0.172, -2.848, 2.390], [-1.006, -1.978, 1.589]],
  "forces_ev_per_a": [[2.60, -2.35, 1.71], [-0.36, 3.46, -1.40], [3.55, -1.42, -4.16], [6.25, 4.09, 1.83], [-3.53, 1.10, -5.86], [-3.68, 1.64, 6.08], [-0.86, -2.30, -2.53], [1.06, -2.76, 3.83], [1.64, 1.35, 1.42], [-1.48, 3.80, -3.10], [-1.92, 0.69, -1.39], [1.19, -0.42, 1.66], [-4.12, -1.16, -1.25], [-0.34, 0.66, -2.04], [0.10, 0.33, 0.72], [0.63, -0.41, 0.09], [-1.58, -1.11, 0.34], [-2.31, -1.52, 1.06], [2.35, -0.26, 0.41], [1.19, -0.46, 0.44], [-2.15, -1.27, 1.61], [0.94, -0.91, -0.42], [-0.25, -1.41, 0.27], [0.45, -0.07, -0.31], [0.52, 0.22, 0.50], [0.13, 0.48, 0.47]]
}



Entry 5:
{
  "formula": "C5H8BrIN2O",
  "method": "wB97M-V/def2-TZVPD",
  "energy_ha": -3251.67427,
  "homo_lumo_gap_ha": 0.3665,
  "lumo_energy_ev": 0.2,
  "e_above_lowest_kcal_mol": 16.4,
  "elements": ["C", "C", "C", "C", "C", "N", "N", "O", "Br", "I", "H", "H", "H", "H", "H", "H", "H", "H"],
  "coordinates": [[2.123, -1.826, 0.386], [-2.248, 1.276, -0.376], [1.887, -3.093, -1.772], [0.618, 0.655, 1.696], [-0.844, 0.630, -0.188], [-2.412, 2.375, -0.917], [2.109, -2.391, -0.617], [-0.370, 1.297, 0.932], [0.284, 1.129, -1.729], [-3.801, 0.056, 0.504], [2.146, -4.165, -1.726], [2.520, -2.652, -2.603], [0.910, -2.784, -2.098], [0.561, 0.981, 2.742], [1.569, 0.838, 1.182], [0.485, -0.411, 1.478], [-0.774, -0.450, 0.018], [-3.323, 2.879, -0.842]],
  "forces_ev_per_a": [[0.33, 0.50, 1.03], [0.07, -0.74, -0.14], [1.21, 0.33, -3.03], [0.53, -0.86, -1.43], [0.14, 1.35, 1.03], [-0.50, 0.75, 0.32], [0.36, -0.07, 0.91], [-1.37, 0.82, -0.08], [0.05, -0.52, -0.12], [0.21, 0.20, 0.00], [-0.65, 0.53, 0.22], [-0.32, -0.55, 0.96], [-0.81, -0.88, -0.22], [0.06, -0.25, -0.48], [0.27, 0.34, 0.71], [0.05, -0.13, 1.19], [-0.44, 0.26, -0.75], [0.83, -1.07, -0.14]]
}



Entry 6:
{
  "formula": "C5H8BrN2O2S",
  "method": "wB97M-V/def2-TZVPD",
  "energy_ha": -3427.05687,
  "total_charge": 1,
  "homo_lumo_gap_ha": [0.2873, 0.2739],
  "lumo_energy_ev": [-3.4, -7.3],
  "spin_multiplicity": 3,
  "s_squared": 2.015,
  "e_above_lowest_kcal_mol": 0.0,
  "elements": ["C", "C", "C", "C", "C", "N", "N", "O", "O", "S", "Br", "H", "H", "H", "H", "H", "H", "H", "H"],
  "coordinates": [[0.070, 1.959, -2.005], [1.032, 0.855, -2.112], [0.081, 0.077, -0.083], [-1.341, -0.525, 1.729], [0.694, -1.900, 1.041], [1.006, -0.073, -1.002], [-0.174, -0.772, 0.856], [-2.204, 1.517, -0.638], [-0.462, 2.573, 0.637], [-0.822, 1.763, -0.453], [2.395, 0.457, -3.372], [0.107, 2.924, -2.429], [-2.103, -0.107, 1.153], [-1.767, -1.445, 2.153], [-1.019, 0.160, 2.553], [1.239, -2.167, 0.112], [1.577, -1.593, 1.577], [0.037, -2.766, 1.444], [1.652, -0.937, -1.160]],
  "forces_ev_per_a": [[-1.02, -0.57, 2.15], [2.01, -2.81, 0.44], [-1.01, 1.52, -1.07], [1.39, -0.23, 1.76], [-0.18, -1.77, -0.22], [2.05, -0.03, -3.26], [-0.97, 0.26, 0.21], [-0.49, -0.21, -0.84], [1.02, 1.38, 0.69], [0.45, -2.39, -0.20], [-1.23, 0.77, 0.84], [0.16, 0.81, -0.55], [-1.18, 0.95, -0.87], [0.63, 0.08, -0.19], [-0.47, -0.58, -0.59], [-1.22, -0.47, 0.14], [-0.08, -0.18, 1.42], [1.75, 1.37, -0.53], [-1.60, 2.09, 0.67]]
}



Entry 7:
{
  "formula": "C5H8BrO2S",
  "method": "wB97M-V/def2-TZVPD",
  "energy_ha": -3318.02337,
  "total_charge": -1,
  "homo_lumo_gap_ha": 0.2813,
  "lumo_energy_ev": 3.2,
  "e_above_lowest_kcal_mol": 24.9,
  "elements": ["C", "C", "C", "C", "C", "O", "O", "S", "Br", "H", "H", "H", "H", "H", "H", "H", "H"],
  "coordinates": [[0.032, -1.063, 0.100], [-2.283, -0.438, -1.158], [-1.643, 0.308, 1.146], [2.264, 1.616, 0.432], [-1.358, -0.364, 0.079], [0.644, -0.855, -1.020], [0.408, -1.698, 1.068], [3.323, 2.796, 1.042], [3.619, -0.823, -0.124], [-2.794, -1.359, -1.155], [-1.560, -0.603, -2.037], [-2.871, 0.451, -1.288], [-2.621, 0.751, 1.118], [1.836, 0.898, 1.197], [-0.941, 0.207, 1.899], [2.407, 1.272, -0.563], [1.537, -1.095, -0.735]],
  "forces_ev_per_a": [[-3.50, -0.07, 1.35], [3.97, -0.25, -0.62], [-1.60, 0.23, -0.53], [2.70, 0.61, 3.20], [0.62, -1.44, -2.16], [0.11, -0.05, -0.48], [0.07, 0.64, -0.88], [-2.02, -1.26, -0.97], [0.42, -0.59, -0.14], [-1.25, -0.90, 0.24], [-1.17, 0.75, 0.92], [-0.41, 0.16, -0.05], [-0.09, 0.69, 0.90], [-0.16, 1.08, -1.19], [0.73, 0.49, 2.02], [-0.75, 0.20, -0.94], [2.32, -0.29, -0.67]]
}



Entry 8:
{
  "formula": "C5H8BrOS",
  "method": "wB97M-V/def2-TZVPD",
  "energy_ha": -3242.75617,
  "total_charge": -1,
  "homo_lumo_gap_ha": 0.2535,
  "lumo_energy_ev": 3.5,
  "e_above_lowest_kcal_mol": 16.8,
  "elements": ["C", "C", "C", "C", "C", "O", "S", "Br", "H", "H", "H", "H", "H", "H", "H", "H"],
  "coordinates": [[1.224, -1.547, -0.339], [-1.369, -0.128, -0.905], [0.195, 0.469, 1.698], [-0.180, 0.776, -0.833], [0.706, 0.334, 0.278], [1.935, -1.490, -1.324], [0.325, -2.584, 0.571], [2.404, 1.436, 0.176], [-1.895, -0.085, 0.044], [-1.010, -1.136, -1.117], [-1.929, 0.057, -1.899], [-0.234, 1.424, 1.927], [-0.727, -0.030, 2.028], [0.925, -0.056, 2.399], [-0.625, 1.705, -0.829], [0.255, 0.855, -1.874]],
  "forces_ev_per_a": [[0.31, 2.97, -0.82], [-0.43, -1.15, -2.53], [0.06, -1.87, 0.85], [0.38, -0.96, -2.06], [1.32, -1.42, -0.65], [-1.01, -0.38, 1.66], [0.24, -1.05, 0.37], [-0.35, -0.18, 0.08], [-0.69, -0.21, -0.36], [-0.31, -0.12, 0.57], [0.08, 0.33, 1.92], [1.13, 1.51, 0.41], [-0.01, -1.13, -1.22], [-0.62, 1.55, -0.61], [-0.53, 2.90, 1.15], [0.45, -0.79, 1.24]]
}